# 1
13
Properties=species:S:1:pos:R:3:nbo_charge:R:1 method="wB97M-V/def2-TZVPD" total_charge=0 homo_lumo_gap_ev=9.4107 e_tot_ha=-394.7871 lumo_ha=0.0011 e_above_lowest_kj_mol=473.8 homo_ev=-9.4
O 2.65 0.29 -0.81 -0.5879
C 1.83 -0.52 -0.18 0.5168
N 0.75 -0.20 0.53 -0.2953
C 0.40 1.10 0.41 -0.0340
C -0.84 1.34 -0.12 -0.0970
N -1.69 0.38 -0.72 -0.4324
C -1.43 -0.84 -0.58 0.2503
N -0.29 -1.10 0.49 -0.5229
H 1.76 -1.55 -0.36 0.1413
H 1.06 1.82 0.93 0.2386
H -1.49 2.34 0.18 0.2217
H -1.92 -1.76 -1.13 0.2229
H -0.77 -1.30 1.37 0.3779

# 2
13
Properties=species:S:1:pos:R:3:nbo_charge:R:1 method="wB97M-V/def2-TZVPD" total_charge=0 homo_lumo_gap_ev=9.3256 e_tot_ha=-394.8291 lumo_ha=-0.0445 e_above_lowest_kj_mol=363.6 homo_ev=-10.5
C -0.83 1.17 -0.36 -0.1031
C 0.30 0.06 -0.26 0.1899
C 2.03 -0.98 -0.55 0.2653
C 0.50 -0.87 0.82 0.2958
H -2.75 0.30 -0.26 0.4692
H -1.18 1.43 0.69 0.1689
H -0.35 1.97 -0.92 0.2208
H 2.90 -1.21 -1.14 0.1961
H -0.86 -0.07 1.89 0.3459
N 1.09 -0.04 -1.21 -0.3977
N 1.65 -1.61 0.51 -0.4305
N -0.28 -0.95 1.78 -0.4988
O -2.22 0.81 -0.97 -0.7218

# 3
13
Properties=species:S:1:pos:R:3:nbo_charge:R:1 method="wB97M-V/def2-TZVPD" total_charge=0 homo_lumo_gap_ev=8.7573 e_tot_ha=-394.7600 lumo_ha=0.0263 e_above_lowest_kj_mol=544.8 homo_ev=-8.0
C 1.13 -0.23 -0.06 0.2581
C -0.95 0.70 -0.36 -0.0090
C -2.12 -0.11 0.10 -0.0846
C -0.30 -0.55 -0.22 0.1638
H 2.63 -1.74 -0.58 0.4101
H 2.93 -1.00 0.89 0.3946
H 1.80 1.65 0.12 0.3960
H -2.92 -0.28 -0.67 0.1959
H -2.65 0.12 1.13 0.2089
N 2.34 -0.87 -0.01 -0.8747
N 1.05 1.06 0.12 -0.2998
N -0.14 1.74 0.06 -0.2735
O -1.40 -1.38 0.14 -0.4856

# 4
13
Properties=species:S:1:pos:R:3:nbo_charge:R:1 method="wB97M-V/def2-TZVPD" total_charge=0 homo_lumo_gap_ev=10.1672 e_tot_ha=-394.6912 lumo_ha=0.0166 e_above_lowest_kj_mol=725.5 homo_ev=-9.7
C 1.57 -0.04 0.17 0.0447
N 1.57 -1.31 -0.15 -0.2330
N 0.31 -1.60 -0.67 -0.2762
C -0.63 -1.49 0.30 0.3161
O -1.88 -1.36 -0.17 -0.3655
N -2.12 0.00 -0.05 -0.1057
C -1.11 0.77 -0.18 0.0250
C 0.49 0.91 -0.33 -0.5495
H 2.44 0.44 0.83 0.2193
H -0.32 -1.07 1.37 0.1758
H -1.75 1.78 -0.15 0.2315
H 0.47 1.69 0.38 0.2344
H 0.96 1.26 -1.35 0.2831

# 5
13
Properties=species:S:1:pos:R:3:nbo_charge:R:1 method="wB97M-V/def2-TZVPD" total_charge=0 homo_lumo_gap_ev=8.8141 e_tot_ha=-394.7916 lumo_ha=-0.0094 e_above_lowest_kj_mol=462.1 homo_ev=-9.1
H 3.17 -1.37 -0.01 0.3421
N 3.15 -0.42 -0.14 -0.7169
C 1.90 -0.08 -0.06 0.4622
N 0.79 -0.85 0.11 -0.4854
C -0.21 -0.11 0.39 0.5102
C -1.61 -0.63 0.16 -0.2481
C -2.70 0.15 -0.23 -0.3361
O 0.03 1.20 0.20 -0.3296
N 1.47 1.10 -0.13 -0.2838
H -1.69 -1.72 0.15 0.2319
H -2.44 1.14 -0.36 0.2061
H -3.64 -0.39 -0.53 0.2278
H 1.79 1.99 0.45 0.4194

# 6
13
Properties=species:S:1:pos:R:3:nbo_charge:R:1 method="wB97M-V/def2-TZVPD" total_charge=0 homo_lumo_gap_ev=9.9426 e_tot_ha=-394.6865 lumo_ha=0.0276 e_above_lowest_kj_mol=737.9 homo_ev=-9.2
C 0.55 -1.15 1.17 -0.0632
N 0.34 -0.01 2.07 -0.3728
N 0.27 1.25 1.40 -0.2544
C -0.17 0.95 0.17 0.2698
C 0.12 -0.48 0.02 -0.1677
C -0.44 -0.79 -1.34 -0.1250
O -0.01 0.61 -2.04 -0.4323
N -0.66 1.58 -1.01 -0.3153
H 0.44 -2.05 1.67 0.2329
H 1.15 0.00 2.99 0.3887
H -1.64 -0.87 -1.56 0.2207
H 0.00 -1.48 -2.34 0.2364
H 0.04 2.42 -1.19 0.3821

# 7
13
Properties=species:S:1:pos:R:3:nbo_charge:R:1 method="wB97M-V/def2-TZVPD" total_charge=0 homo_lumo_gap_ev=8.8952 e_tot_ha=-394.7270 lumo_ha=0.0221 e_above_lowest_kj_mol=631.6 homo_ev=-8.3
C -1.05 -0.26 0.06 0.2455
C 0.90 0.86 -0.04 0.0437
C 2.20 0.00 0.00 -0.0711
C 0.37 -0.39 -0.22 0.1313
H -2.16 -1.66 0.65 0.3701
H -2.00 -1.57 -0.87 0.3684
H -1.94 1.84 0.03 0.4026
H 2.55 -0.07 1.18 0.1945
H 3.06 0.18 -0.67 0.2183
N -2.16 -0.94 -0.01 -0.8069
N -1.22 1.23 0.00 -0.3675
N 0.04 1.93 -0.07 -0.2575
O 1.41 -1.15 -0.04 -0.4715

# 8
13
Properties=species:S:1:pos:R:3:nbo_charge:R:1 method="wB97M-V/def2-TZVPD" total_charge=0 homo_lumo_gap_ev=8.7293 e_tot_ha=-394.7986 lumo_ha=-0.0560 e_above_lowest_kj_mol=443.7 homo_ev=-10.3
H 1.02 1.78 -0.29 0.3553
N -0.01 2.13 0.02 -0.4712
C -0.59 0.95 0.02 0.2817
N -1.99 0.80 0.10 -0.4561
C -2.28 -0.39 -0.19 0.2512
N -1.11 -1.35 -0.18 -0.3777
C -0.12 -0.49 -0.11 0.1402
C 1.27 -0.65 0.41 -0.1358
O 2.27 0.04 -0.38 -0.7013
H -3.40 -0.79 -0.29 0.2191
H 1.57 -1.84 0.70 0.1943
H 1.52 -0.23 1.55 0.2296
H 1.84 0.05 -1.37 0.4705

# 9
13
Properties=species:S:1:pos:R:3:nbo_charge:R:1 method="wB97M-V/def2-TZVPD" total_charge=0 homo_lumo_gap_ev=9.6682 e_tot_ha=-394.7750 lumo_ha=0.0224 e_above_lowest_kj_mol=505.6 homo_ev=-9.1
O 2.79 -0.80 -0.25 -0.5188
C 1.79 -0.35 0.11 0.7367
N 1.37 1.01 0.22 -0.6517
C 0.00 0.61 -0.25 -0.1373
C -1.46 0.87 0.00 0.0138
N -2.11 -0.28 -0.04 -0.2140
N -1.14 -1.39 -0.25 -0.4652
C 0.08 -0.81 0.29 -0.1611
H 1.99 1.76 -0.17 0.4129
H 0.03 0.72 -1.31 0.1965
H -1.94 1.87 0.08 0.2210
H -1.44 -2.22 0.20 0.3732
H 0.04 -1.01 1.37 0.1941

# 10
13
Properties=species:S:1:pos:R:3:nbo_charge:R:1 method="wB97M-V/def2-TZVPD" total_charge=0 homo_lumo_gap_ev=9.6440 e_tot_ha=-394.6517 lumo_ha=0.0097 e_above_lowest_kj_mol=829.3 homo_ev=-9.4
C -0.49 0.31 0.16 0.3029
C 1.57 -1.24 -0.21 0.2528
C -1.89 -0.04 0.01 -0.0625
C -3.11 -0.27 -0.25 -0.1945
H 1.11 2.87 0.50 0.4800
H -0.50 -1.67 0.68 0.4147
H 1.66 -2.33 -1.06 0.2034
H 2.31 0.58 0.45 0.3989
H -4.17 -0.23 -0.36 0.2453
N -0.29 1.54 -0.12 -0.1414
N 0.18 -0.96 0.47 -0.6814
N 2.52 -0.36 -0.18 -0.6399
O 1.10 1.80 -0.10 -0.5781

# 11
14
Properties=species:S:1:pos:R:3:nbo_charge:R:1 method="wB97M-V/def2-TZVPD" total_charge=0 homo_lumo_gap_ev="8.7349 / 5.8595" e_tot_ha=-469.9280 lumo_ha="-0.0150 / -0.0347" e_above_lowest_kj_mol=818.5 homo_ev="-9.1 / -6.8"
C -0.72 -2.00 -1.42 -0.1129
C -0.47 -2.46 -0.18 0.0574
C -0.67 -0.34 -0.14 0.2863
C -1.00 0.84 0.40 0.4057
N -0.92 -0.68 -1.35 -0.4222
N -1.06 1.95 0.78 -0.4852
N 1.79 1.19 0.33 -0.3580
O -0.32 -1.40 0.62 -0.3827
O 1.37 2.53 0.97 -0.6205
H -0.98 -2.46 -2.39 0.2265
H -0.01 -3.51 0.08 0.2260
H -0.12 2.40 1.03 0.4119
H 1.55 1.47 -0.59 0.2872
H 1.55 2.48 1.88 0.4805

# 12
15
Properties=species:S:1:pos:R:3:nbo_charge:R:1 method="wB97M-V/def2-TZVPD" total_charge=0 homo_lumo_gap_ev="7.6985 / 7.6964" e_tot_ha=-868.2044 lumo_ha="0.0090 / 0.0090" e_above_lowest_kj_mol=395.6 homo_ev="-7.5 / -7.5"
C 1.07 0.00 0.26 -0.1543
C -0.07 -0.97 0.38 0.1000
C -1.71 -0.07 -0.86 0.4002
C 0.22 1.66 -1.05 0.2119
N -0.09 -1.73 1.52 -0.2075
N 0.85 -1.55 2.40 -0.4338
N -1.31 -1.11 -0.24 -0.4803
O -1.13 1.20 -1.09 -0.5419
O 0.95 1.54 0.12 -0.5252
S 1.98 -0.48 1.81 0.4926
H 1.92 -0.19 -0.53 0.2104
H -2.68 0.06 -1.32 0.1800
H 0.15 2.63 -1.29 0.1782
H 0.76 1.30 -1.94 0.1341
H -0.89 -2.28 1.84 0.4355

# 13
13
Properties=species:S:1:pos:R:3:nbo_charge:R:1 method="wB97M-V/def2-TZVPD" total_charge=0 homo_lumo_gap_ev="8.2032 / 8.2043" e_tot_ha=-717.7671 lumo_ha="0.0053 / 0.0054" e_above_lowest_kj_mol=332.1 homo_ev="-8.1 / -8.1"
C -0.89 1.58 -0.03 0.1973
C -0.46 -0.97 1.81 0.2078
C 1.22 -0.79 -1.55 -0.1914
C -0.67 0.44 -0.70 -0.3335
N -1.04 2.57 0.51 -0.3768
N -0.67 0.00 2.45 -0.6493
N 0.63 0.22 -1.00 -0.3515
S -0.24 -2.47 1.42 -0.0216
H 0.56 -1.49 -1.88 0.1952
H 2.33 -0.76 -1.74 0.2150
H -1.45 -0.31 -1.01 0.2425
H -0.46 0.97 2.25 0.4326
H 1.14 1.02 -0.53 0.4337

# 14
13
Properties=species:S:1:pos:R:3:nbo_charge:R:1 method="wB97M-V/def2-TZVPD" total_charge=0 homo_lumo_gap_ev=7.9909 e_tot_ha=-717.7760 lumo_ha=-0.0043 e_above_lowest_kj_mol=308.9 homo_ev=-8.1
N -0.92 2.13 0.02 -0.8390
C -0.05 1.16 -0.05 0.4325
N 1.22 1.03 -0.06 -0.3687
N 1.76 -0.28 0.05 -0.3674
C 1.05 -1.47 0.00 0.0981
C -0.27 -1.57 -0.01 -0.4399
C -1.08 -0.43 0.07 -0.1157
S -2.68 -0.03 0.11 -0.0662
H -1.98 1.73 -0.02 0.3911
H -0.85 3.17 0.01 0.4162
H 2.78 -0.55 0.10 0.4151
H 1.71 -2.34 -0.04 0.2098
H -0.70 -2.56 -0.20 0.2340

# 15
13
Properties=species:S:1:pos:R:3:nbo_charge:R:1 method="wB97M-V/def2-TZVPD" total_charge=0 homo_lumo_gap_ev=8.7248 e_tot_ha=-717.7205 lumo_ha=-0.0108 e_above_lowest_kj_mol=454.5 homo_ev=-9.0
H 1.51 2.25 0.07 0.3460
N 2.07 1.41 0.13 -0.5624
C 1.25 0.40 -0.14 0.3020
C 1.93 -0.76 -0.06 -0.1194
C 2.69 -1.69 0.12 -0.1116
N -0.13 0.48 -0.24 -0.2774
N -0.79 1.80 0.03 -0.6600
C -0.89 -0.63 -0.19 -0.0821
S -2.51 -0.73 0.10 -0.0949
H 3.48 -2.47 0.24 0.2591
H -1.55 1.83 -0.59 0.3830
H -1.08 1.94 1.09 0.3900
H -0.13 -1.52 -0.19 0.2277

# 16
14
Properties=species:S:1:pos:R:3:nbo_charge:R:1 method="wB97M-V/def2-TZVPD" s2=2.007 total_charge=-1 spin_multiplicity=3 homo_lumo_gap_ev="6.1437 / 5.8510" e_tot_ha=-449.5410 lumo_ha="0.1380 / 0.0354" homo_ev="-2.4 / -4.9"
C 0.78 -0.66 -0.29 0.2613
C -0.15 0.73 1.61 -0.0266
C -1.32 0.87 -0.65 -0.6045
C -0.04 0.88 0.16 -0.2591
N 1.87 -0.75 -1.03 -0.4193
N 0.29 -1.83 0.11 -0.4347
N 2.06 -2.06 -1.10 -0.1805
N 1.14 -2.70 -0.43 -0.1733
O 0.55 1.28 2.43 -0.2388
H -0.93 0.01 1.93 0.2353
H -1.96 0.05 -0.33 0.2150
H -1.86 1.81 -0.55 0.1842
H -1.08 0.72 -1.70 0.2180
H 0.66 1.65 -0.15 0.2231

# 17
14
Properties=species:S:1:pos:R:3:nbo_charge:R:1 method="wB97M-V/def2-TZVPD" total_charge=+1 homo_lumo_gap_ev="6.2935 / 6.9968" e_tot_ha=-449.1782 lumo_ha="-0.2539 / -0.2351" e_above_lowest_kj_mol=466.8 homo_ev="-13.2 / -13.4"
C -2.97 0.10 -0.25 0.0837
C 0.56 1.28 0.02 -0.0037
C -1.75 0.66 -0.31 0.3987
C 1.03 -0.14 0.07 0.3331
N -3.96 -0.41 0.11 -0.0558
N 0.09 -1.01 0.31 -0.0969
N -0.79 1.50 -0.08 -0.4712
N 2.34 -0.41 -0.15 -0.7793
O 0.28 -2.27 -0.21 -0.5023
H 0.97 2.31 0.17 0.2547
H -1.19 2.51 0.16 0.4752
H 3.11 0.16 0.20 0.4343
H 2.48 -1.36 -0.33 0.4181
H -0.20 -2.92 0.31 0.5114

# 18
15
Properties=species:S:1:pos:R:3:nbo_charge:R:1 method="wB97M-V/def2-TZVPD" total_charge=0 homo_lumo_gap_ev=8.3162 e_tot_ha=-504.3372 lumo_ha=0.0102 e_above_lowest_kj_mol=206.0 homo_ev=-8.0
N -2.17 -1.06 0.08 -0.8106
C -0.81 -0.74 0.03 0.5221
N 0.19 -1.61 -0.10 -0.3587
N 1.35 -0.82 0.03 -0.1754
C 2.67 -1.02 0.00 0.1225
N 3.29 0.18 -0.01 -0.4327
C 2.32 1.16 0.03 -0.1506
C 1.10 0.50 0.08 0.1974
N -0.39 0.56 0.10 -0.1080
O -1.23 1.62 -0.15 -0.5255
H -2.47 -1.93 -0.30 0.4042
H -2.88 -0.36 -0.07 0.4043
H 3.02 -2.05 0.04 0.2114
H 2.50 2.16 -0.04 0.2052
H -0.87 2.45 0.24 0.4945

# 19
17
Properties=species:S:1:pos:R:3:nbo_charge:R:1 method="wB97M-V/def2-TZVPD" total_charge=0 homo_lumo_gap_ev="7.8167 / 7.6137" e_tot_ha=-977.7018 lumo_ha="-0.0032 / -0.0094" e_above_lowest_kj_mol=390.0 homo_ev="-7.9 / -7.9"
C -0.21 0.91 1.61 -0.0076
C -0.59 1.21 0.20 0.3057
C 1.21 -1.07 -0.55 0.5032
C -2.86 -1.17 0.18 0.2748
N -1.62 2.19 0.37 -0.3411
N -1.99 2.28 1.64 0.0995
N -1.99 -1.93 0.27 -0.6248
N 1.03 0.09 -1.14 -0.4101
N -0.11 0.96 -0.94 -0.4349
O 0.58 -1.51 0.43 -0.7068
O -1.08 1.57 2.36 -0.1927
S -3.94 0.00 0.05 -0.1664
H 0.54 0.27 1.99 0.2432
H 2.15 -1.48 -0.87 0.1226
H -2.36 2.52 -0.25 0.4507
H -1.02 -2.18 0.51 0.4817
H 1.70 0.29 -1.87 0.4031

# 20
15
Properties=species:S:1:pos:R:3:nbo_charge:R:1 method="wB97M-V/def2-TZVPD" total_charge=+1 homo_lumo_gap_ev="7.7847 / 7.7864" e_tot_ha=-483.5523 lumo_ha="-0.1836 / -0.1836" e_above_lowest_kj_mol=260.2 homo_ev="-12.8 / -12.8"
C 1.68 -0.62 -0.17 0.0764
C -1.59 -2.20 0.39 0.3526
C 0.41 -0.59 -0.72 0.1039
C -0.69 -0.04 0.18 0.5568
N 2.77 -0.95 0.13 0.1131
N -1.53 -3.32 0.21 -0.1716
N 0.16 -0.90 -1.92 -0.5130
N 3.79 -1.11 0.73 -0.3810
N -1.65 -0.87 0.58 -0.5720
N -0.75 1.25 0.40 -0.6701
H -0.79 -0.84 -2.27 0.3691
H 4.60 -1.46 0.25 0.3907
H -2.47 -0.53 1.08 0.4561
H 0.00 1.85 0.07 0.4542
H -1.52 1.69 0.88 0.4346